# C35H29Br2Cl4InN3O2PS

C35H29Br2Cl4InN3O2PS as an isolated structure (ωB97M-V with the def2-TZVPD basis set, the OMol25 dataset).

Its spin multiplicity is 1. The value obtained for the LUMO energy is -0.876 eV. For the frontier orbital gap, the calculation gives 5.936 eV. The charge is 0. The relative energy (zero: lowest compared OMol25 entry of this formula, charge and spin) comes out at 5.67 kJ/mol.

The geometry in XYZ format:
```
78
Properties=species:S:1:pos:R:3:lowdin_charge:R:1
In -0.139 -0.119 0.117 0.863
S -2.182 4.042 -1.371 1.108
C -0.661 4.242 -2.184 -0.466
C -0.075 5.405 -2.668 -0.089
C 1.159 5.302 -3.282 -0.087
C 1.787 4.062 -3.425 -0.081
C 1.205 2.906 -2.942 -0.014
C -0.027 2.992 -2.295 -0.302
N -0.719 1.945 -1.722 0.093
C -1.851 2.324 -1.222 -0.535
C -2.793 1.417 -0.574 -0.267
C -4.173 1.635 -0.637 -0.051
C -5.041 0.692 -0.118 -0.077
C -4.544 -0.471 0.459 -0.069
C -3.174 -0.675 0.543 -0.114
C -2.289 0.280 0.061 -0.169
H -0.574 6.360 -2.566 0.108
H 1.639 6.192 -3.667 0.104
H 2.745 4.005 -3.926 0.104
H 1.667 1.934 -3.060 0.111
H -4.559 2.515 -1.140 0.097
H -6.109 0.848 -0.188 0.104
H -5.226 -1.222 0.838 0.108
H -2.779 -1.575 1.004 0.097
Cl 0.880 -6.680 1.750 0.649
C 0.471 -5.240 0.892 -0.721
C -0.414 -5.287 -0.175 -0.722
Cl -1.147 -6.775 -0.642 0.653
C -0.700 -4.115 -0.882 -0.616
Cl -1.780 -4.130 -2.230 0.696
C -0.147 -2.886 -0.524 -0.406
O -0.375 -1.778 -1.205 -0.183
C 0.683 -2.824 0.635 -0.409
O 1.101 -1.641 1.055 -0.230
C 1.020 -4.012 1.275 -0.618
Cl 2.151 -3.925 2.590 0.689
Br 2.985 5.917 1.490 0.798
C 2.171 4.224 1.339 -0.657
C 0.836 4.065 1.684 -0.069
C 0.277 2.816 1.502 -0.108
N 0.960 1.794 0.999 0.056
C 2.248 1.941 0.693 -0.199
C 2.906 3.152 0.863 -0.033
C 2.904 0.739 0.128 -0.219
C 4.148 0.319 0.571 -0.040
C 4.652 -0.858 0.044 -0.656
Br 6.312 -1.515 0.649 0.793
C 3.938 -1.553 -0.917 -0.061
C 2.699 -1.056 -1.282 -0.085
N 2.188 0.058 -0.767 0.086
H 0.256 4.894 2.062 0.114
H -0.761 2.613 1.752 0.121
H 3.947 3.264 0.598 0.121
H 4.682 0.863 1.337 0.118
H 4.323 -2.467 -1.345 0.116
H 2.074 -1.581 -1.994 0.132
C -2.877 0.850 3.821 -0.150
C -1.417 0.829 4.277 -0.408
P -0.404 -0.267 3.172 0.974
C 1.300 -0.042 3.859 -0.386
C 1.529 -0.024 5.370 -0.135
C -0.967 -1.952 3.674 -0.375
C -1.040 -2.345 5.147 -0.126
H -3.471 1.531 4.434 0.071
H -3.320 -0.144 3.902 0.068
H -2.960 1.164 2.779 0.050
H -1.348 0.499 5.315 0.060
H -0.983 1.832 4.219 0.070
H 1.634 0.913 3.439 0.056
H 1.902 -0.822 3.385 0.060
H 0.864 0.680 5.873 0.061
H 2.556 0.284 5.575 0.070
H 1.388 -1.008 5.810 0.053
H -0.311 -2.637 3.142 0.040
H -1.956 -2.057 3.217 0.066
H -0.048 -2.472 5.576 0.055
H -1.558 -3.302 5.232 0.075
H -1.590 -1.616 5.745 0.061
```


# C35H29BrF4N8OPRu

C35H29BrF4N8OPRu as an isolated structure at a distorted geometry (ωB97M-V with the def2-TZVPD basis set, the OMol25 dataset).

Its spin multiplicity is 2. The value obtained for the LUMO energy (alpha / beta) is -5.861 / -5.876 eV. For the frontier orbital gap (alpha / beta), the calculation gives 7.412 / 7.318 eV. The charge is +2. The relative energy (zero: lowest compared OMol25 entry of this formula, charge and spin) comes out at 229.80 kJ/mol.

The geometry in XYZ format:
```
80
Properties=species:S:1:pos:R:3:lowdin_charge:R:1
Ru -0.361 -0.644 -0.687 1.075
F -5.343 4.495 -2.334 0.176
C -4.463 3.774 -1.668 -0.122
C -3.832 4.296 -0.558 -0.127
F -4.114 5.520 -0.147 0.164
C -2.909 3.528 0.127 -0.188
F -2.382 4.073 1.226 0.106
C -2.563 2.243 -0.268 -0.271
P -1.264 1.270 0.578 1.047
C 0.066 2.468 0.977 -0.329
C 0.079 3.362 2.049 -0.082
C 1.156 4.216 2.246 -0.055
C 2.235 4.203 1.375 -0.064
C 2.243 3.309 0.314 -0.062
C 1.174 2.444 0.131 -0.139
C -2.165 0.595 1.993 -0.344
C -2.362 1.257 3.206 -0.063
C -3.158 0.680 4.186 -0.051
C -3.770 -0.545 3.963 -0.051
C -3.563 -1.217 2.769 -0.052
C -2.754 -0.656 1.793 -0.114
C -3.260 1.728 -1.358 -0.554
Br -3.072 -0.057 -1.878 0.996
C -4.186 2.474 -2.055 -0.255
F -4.836 1.967 -3.093 0.108
H -0.744 3.434 2.736 0.079
H 1.135 4.909 3.077 0.118
H 3.060 4.890 1.520 0.116
H 3.081 3.283 -0.371 0.113
H 1.221 1.717 -0.658 0.047
H -1.916 2.217 3.398 0.081
H -3.309 1.200 5.124 0.117
H -4.407 -0.978 4.724 0.118
H -4.033 -2.176 2.595 0.116
H -2.574 -1.201 0.874 0.051
C -1.463 -4.593 -2.387 -0.025
C -0.811 -4.509 -3.613 -0.015
C -0.283 -3.300 -4.028 0.013
C -0.430 -2.193 -3.208 -0.254
N -1.001 -2.297 -2.000 -0.057
C -1.520 -3.468 -1.596 -0.117
C -0.105 -0.817 -3.567 -0.239
C -0.189 -0.392 -4.894 -0.017
C -0.109 0.949 -5.211 -0.058
C 0.031 1.878 -4.194 -0.058
C 0.141 1.460 -2.869 -0.121
C 0.098 0.106 -2.536 -0.256
H -1.907 -5.517 -2.044 0.120
H -0.730 -5.384 -4.246 0.124
H 0.228 -3.208 -4.976 0.124
H -1.981 -3.484 -0.620 0.116
H -0.376 -1.118 -5.677 0.119
H -0.178 1.271 -6.242 0.117
H 0.041 2.937 -4.423 0.115
H 0.271 2.218 -2.118 0.066
C 4.949 -3.451 -0.003 0.002
N 3.555 -3.046 -0.117 -0.075
C 2.441 -3.670 0.585 -0.003
C 1.296 -2.806 0.106 -0.497
O 0.125 -2.881 0.439 -0.014
N 1.748 -1.871 -0.784 0.122
C 3.076 -2.060 -0.875 -0.387
N 3.838 -1.303 -1.662 0.237
H 5.069 -4.027 0.910 0.101
H 5.596 -2.577 0.063 0.096
H 5.260 -4.073 -0.844 0.104
H 2.551 -3.614 1.669 0.145
H 2.297 -4.713 0.300 0.152
H 3.382 -0.625 -2.250 0.124
H 4.805 -1.518 -1.832 0.118
N 2.456 -0.536 5.418 0.205
C 2.258 -0.163 4.156 -0.470
N 3.024 0.806 3.634 0.213
N 1.319 -0.796 3.470 0.159
C 0.990 -0.523 2.258 -0.261
N 0.635 -0.307 1.177 0.032
H 3.132 -0.091 6.012 0.129
H 1.876 -1.266 5.799 0.132
H 3.667 1.332 4.200 0.127
H 2.817 1.161 2.713 0.106
```


# C35H29CeCl5N4O4S3

C35H29CeCl5N4O4S3 as an isolated structure (ωB97M-V with the def2-TZVPD basis set, the OMol25 dataset).

Its spin multiplicity is 2. The value obtained for the LUMO energy (alpha / beta) is 2.049 / 2.049 eV. For the frontier orbital gap (alpha / beta), the calculation gives 5.858 / 5.855 eV. The charge is -1. The relative energy (zero: lowest compared OMol25 entry of this formula, charge and spin) comes out at 49.77 kJ/mol.

The geometry in XYZ format:
```
81
Properties=species:S:1:pos:R:3:lowdin_charge:R:1
Ce -0.108 -1.043 -1.961 0.604
Cl -0.035 -3.904 -4.940 0.708
C 0.656 -4.341 -3.385 -0.674
C 1.056 -3.325 -2.534 -0.319
C 1.635 -3.769 -1.372 -0.648
Cl 2.239 -2.508 -0.282 0.757
C 1.800 -5.103 -1.005 -0.689
Cl 2.586 -5.545 0.476 0.652
C 1.333 -6.079 -1.873 -0.702
Cl 1.482 -7.751 -1.466 0.650
C 0.765 -5.695 -3.090 -0.697
Cl 0.210 -6.908 -4.187 0.658
S -4.433 -2.563 -4.036 0.386
C -2.974 -2.095 -3.393 -1.790
S -2.265 -2.928 -2.023 0.443
S -2.067 -0.752 -4.034 0.435
O 1.143 -0.873 -4.388 -0.176
C 2.560 -0.910 -4.221 -0.167
C 2.901 0.292 -3.386 -0.252
C 3.530 1.415 -3.903 -0.008
C 3.750 2.498 -3.067 -0.059
C 3.334 2.429 -1.751 -0.048
C 2.697 1.277 -1.326 -0.118
N 2.490 0.228 -2.119 0.071
H 0.820 -1.700 -4.783 0.013
H 3.073 -0.880 -5.185 0.125
H 2.846 -1.812 -3.681 0.115
H 3.824 1.437 -4.945 0.114
H 4.226 3.395 -3.447 0.106
H 3.461 3.262 -1.072 0.106
H 2.318 1.191 -0.313 0.121
C -3.959 0.926 1.868 -0.033
O -3.576 2.232 2.325 -0.070
C -2.647 2.380 3.296 -0.249
C -2.818 3.499 4.113 -0.006
C -1.937 3.782 5.138 -0.091
C -0.848 2.945 5.369 -0.097
C -0.651 1.859 4.537 -0.015
C -1.525 1.564 3.489 -0.181
N -1.261 0.432 2.677 0.135
C -0.839 0.496 1.355 -0.362
N -0.785 1.748 0.863 0.176
C -0.625 2.233 -0.468 -0.183
C -0.357 1.438 -1.559 -0.217
C -0.249 2.120 -2.782 -0.162
C -0.373 3.491 -2.909 -0.090
C -0.624 4.269 -1.774 -0.040
C -0.751 3.630 -0.556 -0.224
O -0.992 4.280 0.632 -0.109
C -1.326 5.650 0.569 -0.085
N -0.578 -0.590 0.688 0.075
C -0.535 -1.803 1.434 -0.257
C -1.476 -2.798 1.219 -0.041
C -1.388 -4.033 1.858 -0.071
C -0.353 -4.277 2.741 -0.093
C 0.596 -3.287 2.990 -0.039
C 0.509 -2.067 2.337 -0.301
O 1.424 -1.061 2.499 -0.118
C 2.651 -1.401 3.123 -0.088
H -4.964 1.044 1.473 0.094
H -3.967 0.211 2.690 0.099
H -3.308 0.571 1.074 0.084
H -3.682 4.124 3.922 0.120
H -2.102 4.653 5.762 0.099
H -0.150 3.150 6.171 0.097
H 0.215 1.216 4.663 0.116
H -0.941 -0.390 3.163 0.132
H -0.999 2.479 1.521 0.115
H -0.055 1.552 -3.693 0.080
H -0.290 3.970 -3.879 0.097
H -0.733 5.342 -1.858 0.093
H -1.579 5.955 1.581 0.086
H -2.184 5.812 -0.087 0.097
H -0.487 6.253 0.212 0.089
H -2.280 -2.599 0.522 0.049
H -2.128 -4.795 1.645 0.108
H -0.264 -5.237 3.235 0.101
H 1.414 -3.489 3.667 0.101
H 3.301 -0.536 3.018 0.092
H 3.109 -2.265 2.634 0.083
H 2.518 -1.621 4.186 0.088
```


| no. | E_tot (Eh) |
| --- | --- |
| 1 | -9584.4498 |
| 2 | -5273.6708 |
| 3 | -5841.8906 |